Entry 1:
The following is a DFT calculation (the ωB97M-V functional and the def2-TZVPD basis) of C17H18F2LiN2SSi as an isolated structure in a non-equilibrium geometry.

Each line ends with the natural charge from an NBO analysis.
Element x y z (Å)
H: -4.79 -2.13 -3.41  0.24
H: -0.88 1.46 0.71  0.27
C: -0.95 0.55 1.36  -1.08
C: 3.74 2.69 1.81  0.09
H: -5.62 0.34 -3.74  0.23
H: 1.56 1.74 -0.85  0.23
H: -2.70 1.77 -0.59  0.20
C: -3.33 -1.56 -1.83  -0.20
C: -1.83 -2.47 1.17  -1.13
H: -1.76 0.62 2.15  0.04
C: -3.21 0.98 -1.21  -0.23
S: 5.46 2.82 3.60  0.89
C: -4.28 1.26 -2.20  -0.21
F: 2.69 -0.68 -2.12  -0.33
H: -2.66 -2.21 1.90  0.24
H: -0.95 -2.79 1.80  0.25
C: 0.19 -1.22 -0.97  -0.88
C: 4.48 1.38 1.99  0.08
H: 1.42 -1.58 0.95  0.21
H: 0.06 0.31 1.81  0.28
C: 4.12 0.21 1.12  -0.16
Li: -2.33 1.50 3.31  0.99
C: 2.79 -0.93 -0.75  0.70
Si: -1.33 -0.93 0.17  1.66
H: 2.11 3.80 0.71  0.24
H: 1.66 -2.76 -0.40  0.25
C: 1.49 -1.67 -0.17  -0.46
H: -2.95 -2.61 -1.67  0.22
C: 2.35 1.66 -0.06  -0.21
N: 5.49 1.27 2.93  -0.53
H: -2.14 -3.35 0.55  0.27
C: 3.09 0.34 0.10  -0.12
H: -4.62 2.31 -2.36  0.23
H: 4.66 -0.75 1.27  0.26
C: -4.39 -1.27 -2.81  -0.20
H: -0.12 -2.07 -1.66  0.26
C: -2.75 -0.43 -1.04  -0.49
H: 0.32 -0.26 -1.55  0.25
N: 4.24 3.59 2.75  -0.57
C: 2.65 2.83 0.79  -0.22
C: -4.83 0.13 -2.97  -0.20
F: 3.83 -1.88 -0.61  -0.35

The calculation puts the relative energy (zero: lowest compared OMol25 entry of this formula, charge and spin) at 0.0 kcal/mol. As for the charge: +1.

Entry 2:
The following is a DFT calculation (the ωB97M-V functional and the def2-TZVPD basis) of one molecule with the formula C17H18N2O2.

Each line ends with the natural charge from an NBO analysis.
Element x y z (Å)
C: 3.15 0.08 -0.50  -0.01
H: -0.19 -2.19 1.89  0.20
H: -3.99 0.29 0.65  0.21
H: 4.06 -0.44 1.39  0.23
C: 1.21 -1.10 -0.98  0.19
H: 1.00 3.34 0.58  0.24
H: -3.61 1.33 -1.55  0.21
H: -2.67 -2.30 1.56  0.21
C: 1.11 -1.46 0.37  0.18
H: -3.33 -2.35 -0.09  0.21
N: 2.22 -1.41 1.19  -0.62
H: 2.05 -1.20 2.16  0.39
C: -0.11 -1.93 0.84  -0.26
H: 4.07 0.40 -0.99  0.22
C: -2.09 0.90 1.43  -0.14
C: -1.07 -1.76 -1.34  -0.23
C: -1.20 -2.09 0.01  -0.01
H: 1.41 1.43 -1.63  0.41
H: 4.02 -1.76 0.20  0.20
C: -0.70 2.19 -0.05  -0.03
H: 0.50 3.63 -1.11  0.20
H: -1.91 -1.88 -2.00  0.21
O: 2.36 -0.53 -1.50  -0.50
N: 1.59 1.90 -0.75  -0.60
C: 3.45 -0.92 0.63  -0.24
C: -2.85 1.40 -0.78  -0.21
C: 0.12 -1.25 -1.82  -0.23
H: -2.45 -3.73 0.55  0.22
C: -1.68 2.08 -1.03  -0.21
C: 0.61 2.88 -0.33  -0.25
H: -1.52 2.54 -2.00  0.21
H: -2.25 0.44 2.40  0.20
C: -0.92 1.59 1.18  -0.23
C: -3.07 0.81 0.45  -0.24
H: -0.15 1.65 1.95  0.22
C: -2.49 -2.64 0.54  -0.63
C: 2.44 1.31 0.10  0.66
H: 0.22 -0.97 -2.86  0.22
O: 2.66 1.70 1.23  -0.64

The calculation puts the relative energy (zero: lowest compared OMol25 entry of this formula, charge and spin) at 17.1 kcal/mol. As for the charge: 0. As for the structure (SMILES): Cc1ccc2c(c1)NC[C@H](C(=O)NCc1ccccc1)O2.

Entry 3:
The following is a DFT calculation (the ωB97M-V functional and the def2-TZVPD basis) of one molecule with the formula C17H18N2O2S in a non-equilibrium geometry.

Each line ends with the natural charge from an NBO analysis.
Element x y z (Å)
C: 4.48 0.27 1.80  -0.20
H: -2.45 -3.57 0.63  0.24
H: -4.34 2.57 -0.12  0.22
H: -4.11 -1.45 1.58  0.20
C: -2.42 3.41 -0.63  -0.19
H: -2.22 -3.55 -1.14  0.23
O: -3.67 0.33 0.80  -0.51
H: 6.07 1.56 1.16  0.21
H: 2.79 -0.99 2.15  0.21
C: -3.29 -1.01 1.00  -0.07
H: 3.22 0.50 -1.83  0.25
H: -2.84 4.34 -1.00  0.21
C: -2.17 -2.95 -0.22  -0.50
C: -0.76 -2.45 -0.01  0.70
C: -0.54 2.02 -0.17  -0.17
H: -0.40 3.97 -1.04  0.21
N: 1.70 -1.04 -0.16  -0.61
C: 2.87 -0.33 0.11  0.22
C: -3.27 2.43 -0.15  -0.29
C: -1.05 3.21 -0.65  -0.24
C: -2.75 1.22 0.33  0.38
C: 3.34 -0.40 1.43  -0.26
O: -0.20 -2.47 1.07  -0.62
H: 5.25 1.70 -1.16  0.22
H: 4.83 0.21 2.82  0.22
S: 1.23 -0.54 -2.77  -0.20
C: 5.18 1.03 0.87  -0.22
C: 4.71 1.11 -0.43  -0.19
H: -2.75 -1.05 -1.08  0.22
C: 0.97 -1.16 -1.27  0.28
H: -4.10 -2.10 -0.68  0.22
C: -1.37 1.03 0.32  -0.34
C: 3.57 0.43 -0.82  -0.27
C: -3.13 -1.76 -0.34  -0.42
N: -0.20 -1.91 -1.14  -0.64
H: -2.38 -1.08 1.60  0.18
H: 0.53 1.85 -0.18  0.22
H: -0.94 0.12 0.70  0.21
H: 1.31 -1.54 0.65  0.44
H: -0.73 -1.96 -2.00  0.43

The calculation puts the relative energy (zero: lowest compared OMol25 entry of this formula, charge and spin) at 17.7 kcal/mol. As for the charge: 0. As for the structure (SMILES): O=C(CCCOc1ccccc1)NC(=S)Nc1ccccc1.

Entry 4:
The following is a DFT calculation (the ωB97M-V functional and the def2-TZVPD basis) of one molecule with the formula C17H18N2OS3 in a non-equilibrium geometry.

Each line ends with the natural charge from an NBO analysis.
Element x y z (Å)
C: 3.25 0.69 -0.66  -0.24
C: 3.75 2.08 -0.90  -0.22
C: -1.73 -0.26 -0.14  0.55
N: -4.55 -2.27 0.77  -0.45
H: 4.11 5.45 -2.13  0.24
H: 5.58 2.09 0.25  0.22
C: -5.92 -3.92 -0.63  -0.63
H: -2.55 1.37 1.02  0.24
H: 3.92 0.20 0.08  0.22
H: 3.21 0.91 2.47  0.21
C: -4.89 -3.58 0.41  0.14
H: -0.40 1.03 2.18  0.22
C: 2.43 1.63 2.21  -0.65
C: 4.89 2.66 -0.37  -0.25
C: 1.50 1.06 1.16  0.14
H: 6.05 4.61 -0.66  0.23
H: 1.19 0.42 -2.83  0.22
H: -5.91 -5.01 -0.78  0.21
H: -6.92 -3.60 -0.31  0.22
H: 3.30 0.13 -1.60  0.24
H: 1.92 1.84 3.17  0.24
C: 5.18 4.01 -0.89  -0.25
H: 1.56 -1.27 -2.28  0.22
N: 1.87 0.67 -0.11  -0.35
H: -4.34 -5.65 0.90  0.25
C: -0.35 0.19 0.05  -0.25
C: -4.16 -4.56 1.02  -0.46
H: -5.67 -3.42 -1.54  0.23
C: 4.16 4.46 -1.69  -0.40
S: 2.95 3.21 -1.94  0.43
O: -1.98 -1.22 -0.88  -0.56
H: -0.11 -0.74 -2.59  0.26
H: 2.93 2.58 1.88  0.23
C: -2.81 0.29 0.79  -0.60
C: 0.16 0.81 1.29  -0.27
S: -2.96 -3.83 2.05  0.43
C: 0.85 -0.40 -2.21  -0.66
S: -2.94 -0.76 2.35  0.26
H: -3.77 0.24 0.27  0.26
C: 0.74 0.12 -0.78  0.24
C: -3.56 -2.25 1.63  -0.13

The calculation puts the relative energy (zero: lowest compared OMol25 entry of this formula, charge and spin) at 21.1 kcal/mol. As for the charge: 0. As for the structure (SMILES): Cc1csc(SCC(=O)c2cc(C)n(Cc3cccs3)c2C)n1.

Entry 5:
The following is a DFT calculation (the ωB97M-V functional and the def2-TZVPD basis) of one molecule with the formula C17H18N4O2S2 in a non-equilibrium geometry.

Each line ends with the natural charge from an NBO analysis.
Element x y z (Å)
N: 2.88 1.53 -0.91  -0.21
O: -5.92 -0.69 -0.04  -0.94
H: -1.95 4.12 0.69  0.22
C: 7.06 -0.87 0.27  -0.20
C: -3.79 0.88 -0.17  -0.32
C: -1.80 2.21 -0.24  0.22
O: -4.45 -0.90 -2.01  -0.94
C: 4.80 -1.45 -0.31  -0.22
H: 7.43 1.22 0.56  0.22
H: -3.71 -3.04 -1.40  0.24
C: -3.73 -1.65 1.63  -0.43
N: -3.57 -1.76 0.20  -0.66
H: -2.01 0.24 -1.13  0.24
C: 1.92 -0.65 -0.40  -0.58
C: -2.48 3.21 0.45  -0.23
H: -2.84 -3.69 0.01  0.20
H: -5.49 1.69 0.81  0.24
S: -4.59 -0.66 -0.60  2.30
C: 3.06 0.31 -0.54  0.17
C: -2.48 1.03 -0.56  -0.24
H: 6.39 -2.86 -0.10  0.22
H: 8.08 -1.16 0.48  0.22
H: 1.66 2.94 -1.55  0.41
H: -4.31 3.82 1.37  0.22
H: -4.72 -1.97 1.96  0.20
H: 5.10 1.88 0.09  0.23
C: -3.80 3.04 0.84  -0.20
C: -4.47 1.86 0.53  -0.21
C: -3.70 -3.10 -0.31  -0.43
S: 0.50 0.16 0.41  0.24
N: -0.51 2.45 -0.66  -0.54
C: 6.11 -1.82 -0.05  -0.21
C: 0.47 1.66 -0.57  0.31
H: 1.58 -1.00 -1.39  0.24
H: 4.09 -2.21 -0.58  0.21
H: -3.57 -0.61 1.91  0.22
C: 6.70 0.47 0.32  -0.20
H: 2.16 -1.50 0.23  0.25
H: -2.97 -2.27 2.12  0.21
H: -4.62 -3.59 0.03  0.18
C: 5.39 0.85 0.05  -0.20
C: 4.43 -0.11 -0.26  -0.01
N: 1.65 2.01 -1.16  -0.43

The calculation puts the relative energy (zero: lowest compared OMol25 entry of this formula, charge and spin) at 44.6 kcal/mol. As for the charge: 0. As for the structure (SMILES): CN(C)S(=O)(=O)c1cccc(/N=C2/NN=C(c3ccccc3)CS2)c1.

Entry 6:
The following is a DFT calculation (the ωB97M-V functional and the def2-TZVPD basis) of C17H19AsKN2O3 as an isolated structure.

Each line ends with the Mulliken charge.
Element x y z (Å)
C: -1.97 -3.22 0.00  -0.77
H: -0.21 -3.82 2.38  0.33
C: 2.90 4.01 0.31  -0.52
C: 2.86 1.57 0.04  0.10
H: -0.54 -5.92 -0.96  0.36
H: -2.39 -3.74 0.86  0.33
H: 1.46 -3.45 1.89  0.33
H: -7.02 0.94 0.05  0.38
C: -6.49 3.03 0.14  -0.30
C: 4.28 4.06 0.27  -0.62
C: 4.29 1.66 -0.01  -0.51
C: -4.13 3.54 0.12  0.27
C: 0.70 2.97 0.21  -0.37
H: 6.06 2.85 0.07  0.34
C: -6.22 1.67 0.07  -0.70
H: 0.26 -2.16 1.95  0.33
C: 4.98 2.85 0.10  -0.27
H: 2.35 4.94 0.43  0.27
O: 2.31 0.42 -0.03  -0.83
C: 0.41 -3.21 1.71  -1.05
As: -0.05 -3.54 -0.17  0.40
H: -2.29 3.95 0.16  0.60
C: -0.12 -5.52 -0.04  -1.15
H: -7.52 3.38 0.17  0.35
H: 0.34 3.96 0.53  0.22
H: -4.63 0.20 -0.03  0.38
C: -3.84 2.15 0.05  0.40
H: -5.67 5.01 0.21  0.38
N: -0.18 2.10 -0.09  -0.44
H: 4.81 5.00 0.37  0.36
C: 2.16 2.82 0.18  0.58
C: -2.43 1.62 -0.02  0.56
N: -1.49 2.56 0.02  -0.26
H: 4.82 0.73 -0.12  0.35
O: -2.25 0.37 -0.10  -0.96
C: -4.89 1.25 0.03  -0.49
H: -2.17 -2.15 0.11  0.13
C: -5.46 3.95 0.16  -0.66
H: -0.73 -5.82 0.80  0.30
H: 0.89 -5.91 0.08  0.36
O: -3.17 4.47 0.16  -0.70
K: 0.08 -0.36 -0.33  0.84
H: -2.48 -3.56 -0.90  0.33

The calculation puts the relative energy (zero: lowest compared OMol25 entry of this formula, charge and spin) at 3.7 kcal/mol. As for the charge: -1.

Entry 7:
The following is a DFT calculation (the ωB97M-V functional and the def2-TZVPD basis) of one molecule with the formula C17H19BClNO3 in a non-equilibrium geometry.

Each line ends with the natural charge from an NBO analysis.
Element x y z (Å)
C: -0.68 2.35 1.99  -0.32
C: 1.21 2.56 0.56  -0.20
H: -2.67 -0.55 0.33  0.20
C: 0.53 -1.41 -0.62  0.25
H: 1.93 -2.11 -5.13  0.16
H: -3.91 -0.46 1.53  0.21
H: -0.72 -1.27 3.48  0.21
H: 0.72 -0.61 -3.91  0.21
H: 0.74 5.18 2.23  0.19
C: 0.27 3.15 1.40  -0.05
H: -0.25 5.17 0.74  0.19
H: 1.96 0.76 -0.26  0.23
H: -2.91 3.91 4.09  0.49
O: -1.26 4.73 2.44  -0.68
C: 1.48 -3.19 -1.96  -0.22
Cl: 1.35 -3.66 0.69  0.02
H: 1.92 3.18 0.04  0.21
H: -2.38 0.75 3.06  0.23
H: 1.28 -3.72 -4.82  0.19
H: -2.42 -1.72 3.20  0.21
O: -2.53 3.09 3.72  -0.88
H: -0.06 0.27 -1.77  0.22
C: -3.01 0.02 1.17  -0.59
C: 0.21 0.41 0.93  0.36
C: 1.93 -2.95 -4.42  -0.22
H: 1.87 -4.17 -1.96  0.24
C: -1.93 0.17 2.23  -0.26
H: -3.28 1.02 0.79  0.20
C: 0.82 -1.19 -3.00  -0.21
C: 0.43 -0.70 -1.79  -0.22
O: 0.11 -0.95 0.62  -0.51
B: -1.55 3.42 2.76  1.08
C: 1.10 -2.69 -0.72  -0.06
C: -0.75 0.98 1.76  -0.04
H: 3.80 -2.93 -3.67  0.36
C: -0.05 4.61 1.67  -0.08
H: -1.23 -1.84 1.91  0.23
C: 1.22 1.22 0.37  -0.27
N: 3.21 -3.51 -4.23  -0.83
C: -1.56 -1.22 2.76  -0.61
H: 3.71 -3.65 -5.10  0.36
C: 1.33 -2.44 -3.10  -0.03

The calculation puts the relative energy (zero: lowest compared OMol25 entry of this formula, charge and spin) at 0.0 kcal/mol. As for the charge: 0. As for the structure (SMILES): CC(C)c1c(Oc2ccc(CN)cc2Cl)ccc2c1B(O)OC2.

Entry 8:
The following is a DFT calculation (the ωB97M-V functional and the def2-TZVPD basis) of C17H19BN6O2Zn as an isolated structure in a non-equilibrium geometry.

Each line ends with the natural charge from an NBO analysis.
Element x y z (Å)
H: -1.86 -2.87 1.27  0.21
N: 0.55 1.76 -1.97  -0.26
C: 0.85 -0.39 3.81  -0.07
C: 0.10 2.69 0.01  0.07
C: -1.38 -2.52 0.30  -1.27
C: 0.74 -0.80 2.35  0.77
H: 0.21 2.19 5.94  0.20
C: 0.92 0.24 6.55  -0.22
H: 1.95 -2.29 0.14  0.27
C: 0.48 0.88 4.25  -0.22
C: 1.29 -1.03 6.12  -0.22
C: 1.26 -1.35 4.76  -0.20
C: 0.97 3.04 -2.02  0.09
C: 0.51 1.20 5.61  -0.23
H: -3.55 -1.39 -1.82  0.25
H: 1.37 3.45 -2.94  0.25
H: -1.15 1.32 -0.39  0.42
C: -2.82 -0.86 -2.43  0.02
H: 0.14 1.60 3.51  0.21
H: -0.28 2.66 1.03  0.26
C: 3.16 -1.83 -1.75  -0.36
H: 1.59 -1.79 6.83  0.21
H: -1.21 0.20 -5.06  0.23
N: 1.58 -0.41 -2.41  -0.37
H: -3.65 -0.89 -4.48  0.24
N: -1.67 -0.40 -1.89  -0.55
H: 0.87 4.65 -0.50  0.25
N: -0.13 1.58 -0.74  -0.35
N: 1.19 -0.89 -1.19  -0.36
H: 3.22 -0.66 -3.72  0.21
C: -2.85 -0.69 -3.78  -0.36
N: -0.87 0.03 -3.04  -0.32
O: 0.03 -0.04 1.59  -0.91
Zn: -1.30 -0.47 -0.07  1.51
H: 0.95 0.49 7.62  0.21
H: -1.70 -3.32 -0.46  0.20
H: -0.24 -2.37 0.23  0.22
B: 0.59 0.63 -3.04  0.56
C: 0.69 3.64 -0.79  -0.34
C: -1.60 -0.12 -4.15  0.05
H: 1.54 -2.35 4.42  0.24
C: 2.10 -1.75 -0.81  -0.03
H: 1.01 0.98 -4.09  -0.02
C: 2.78 -0.94 -2.79  -0.03
O: 1.34 -1.86 2.06  -0.69
H: 4.04 -2.43 -1.67  0.23

As for the charge: 0.

Number 1: HOMO -11.30 eV, LUMO -4.99 eV, electronic energy -1662.723039 Ha. Number 2: HOMO -7.67 eV, LUMO 0.83 eV, electronic energy -918.629029 Ha. Number 3: HOMO -8.46 eV, LUMO 0.26 eV, electronic energy -1316.817593 Ha. Number 4: HOMO -8.20 eV, LUMO 0.55 eV, electronic energy -2037.892397 Ha. Number 5: HOMO -8.23 eV, LUMO 0.07 eV, electronic energy -1824.444381 Ha. Number 6: HOMO -3.71 eV, LUMO 2.24 eV, electronic energy -3830.237690 Ha. Number 7: HOMO -8.46 eV, LUMO 0.59 eV, electronic energy -1424.811415 Ha. Number 8: HOMO -7.55 eV, LUMO -1.21 eV, electronic energy -2942.318704 Ha.